This record from OMol25 describes an isolated ion of composition C5H11N4 and charge +1 in a non-equilibrium geometry. The level of theory is ωB97M-V/def2-TZVPD.

Positions of all 20 atoms, in Å:
C (-0.73212, -1.31231, 0.40349)
C (0.51157, -0.48790, 0.29879)
C (-0.68815, 1.76476, 0.85636)
H (1.73033, -1.65251, -2.51703)
H (0.72540, -2.56555, -1.70269)
C (0.91590, -1.55971, -1.88825)
N (-1.43025, 2.77689, 0.53652)
H (-0.44053, 1.27120, -0.99009)
N (-0.05890, 1.07787, -0.06534)
C (1.10925, -0.23744, 1.60085)
H (0.04390, -1.04047, -2.16306)
H (-1.87177, 3.27272, 1.33699)
H (-0.27869, -2.30578, 0.23048)
N (1.38699, -1.01486, -0.61958)
H (-1.33738, -1.19135, -0.40949)
N (1.57064, -0.11693, 2.63521)
H (2.19591, -0.43720, -0.53174)
H (-1.40635, 3.32388, -0.29242)
H (-1.25109, -1.15686, 1.36849)
H (-0.69466, 1.59158, 1.91252)

Its electronic energy is -11315.6338 eV. The charge is +1. Its SMILES is CN[C@@](C)(C#N)/[NH+]=C/N. The calculation puts the HOMO energy at -0.51535 Eh. The value obtained for the lowest unoccupied orbital energy is -3.55 eV.



This record from OMol25 describes an isolated ion of composition C5H11N4 and charge +1 in a non-equilibrium geometry. The level of theory is ωB97M-V/def2-TZVPD.

Positions of all 20 atoms, in Å:
N (1.41321, 0.53991, 0.27234)
H (-2.17744, 0.04384, -1.77649)
H (-2.14494, -2.27939, -0.05353)
H (3.96933, -1.46843, 0.33618)
C (-0.73711, -0.68604, 0.26144)
H (-0.27778, 1.52027, 1.98897)
N (2.51458, 0.07281, 0.44738)
H (2.25646, -1.90266, 0.41019)
C (2.95432, -1.22067, -0.00303)
N (-1.16206, -1.89582, 0.12804)
C (-1.43784, 0.51651, 0.25165)
N (0.73665, 1.53524, 0.34580)
H (3.03229, -1.06080, -1.06979)
H (-2.26009, 1.81544, -1.41087)
H (-0.71515, 1.21671, -1.49560)
H (-2.44021, 0.70512, 0.77364)
H (-0.36451, -2.62444, 0.34884)
H (-0.94010, 2.59701, 0.59801)
C (-1.70466, 0.92346, -1.22580)
C (-0.51495, 1.65193, 0.87262)

Its electronic energy is -11310.9394 eV. The charge is +1. The calculation puts the HOMO energy (alpha / beta) at -0.47668 / -0.47664 Eh. The value obtained for the lowest unoccupied orbital energy (alpha / beta) is -4.79 / -4.79 eV.



This record from OMol25 describes a 2-piece molecular cluster, C5H11N4 overall in a non-equilibrium geometry. The level of theory is ωB97M-V/def2-TZVPD.

Positions of all 20 atoms, in Å:
H (-0.95553, 2.53080, -0.19048)
H (4.06187, 1.26507, -1.20714)
H (1.29954, -2.25692, 0.78475)
N (1.19047, -1.46236, 0.16533)
N (-2.10191, -2.21920, -0.39631)
H (-1.95790, 3.21625, 0.94750)
H (-3.63027, -1.03208, 0.51106)
H (-0.90806, 0.15586, -0.80207)
C (-1.86145, 0.18396, -0.19493)
C (-2.30526, 1.32197, 0.39667)
H (-2.44122, -3.08263, -0.10017)
H (5.07593, 0.36490, -0.23239)
C (-2.53778, -1.03520, 0.06112)
C (2.26878, -0.95188, -0.08379)
H (3.70745, 1.17951, 0.65448)
N (-1.78625, 2.51672, 0.26662)
C (4.00375, 0.64627, -0.24240)
N (3.18099, -0.42580, -0.65050)
H (-1.06183, -2.29269, -0.50199)
H (-3.24132, 1.37747, 0.81467)

Its electronic energy is -11315.8584 eV. The charge is +1. The calculation puts the HOMO energy at -0.47626 Eh. The value obtained for the lowest unoccupied orbital energy is -4.21 eV.



This record from OMol25 describes a 2-piece molecular cluster, C5H11N4O overall in a non-equilibrium geometry. The level of theory is ωB97M-V/def2-TZVPD.

Positions of all 21 atoms, in Å:
O (-1.53262, -0.84454, -0.56223)
H (-0.25203, -2.34546, -1.59361)
C (2.33421, 0.90721, 0.29027)
H (3.81033, 0.82786, -1.14951)
H (-0.16565, -2.12408, 1.12698)
C (-1.59306, 1.67256, -0.18999)
N (-1.49494, 0.73438, 0.88077)
H (4.40312, 0.81032, 0.55835)
N (-0.73257, -1.37270, 1.52868)
C (-1.20832, -0.51697, 0.65604)
H (3.74003, 2.27636, -0.18591)
H (-1.42354, -2.86378, -0.26908)
C (-1.25441, -2.22540, -1.01577)
H (-1.93801, -2.39071, -1.82305)
N (1.27644, 0.49817, 0.51651)
H (-1.50174, 2.61178, 0.33204)
C (3.62417, 1.26910, -0.19032)
H (-0.44648, -1.36516, 2.51402)
N (-1.98798, 1.34237, -1.29659)
H (-2.30076, 2.00649, -1.99480)
H (-1.35620, 1.09220, 1.86720)

Its electronic energy is -13362.9808 eV. The charge is +1. The calculation puts the HOMO energy at -0.49243 Eh. The value obtained for the lowest unoccupied orbital energy is -2.61 eV.



This record from OMol25 describes an isolated ion of composition C5H11N4O2 and charge +1 in a non-equilibrium geometry. The level of theory is ωB97M-V/def2-TZVPD.

Positions of all 22 atoms, in Å:
C (2.55447, 0.14124, 0.16553)
H (-1.74147, -1.10884, -1.39728)
H (-2.72149, 0.29906, -1.35560)
C (3.74840, 0.07798, 0.90086)
N (1.31871, 0.77443, 0.09060)
C (0.25138, -0.05603, -0.25643)
C (-2.16412, -0.32439, -0.69024)
C (-2.89101, -0.93368, 0.49280)
H (4.05916, -0.96456, 1.16132)
H (-2.32455, -1.73884, 0.96270)
H (0.25848, -1.90901, -1.21769)
N (0.60128, -1.35435, -0.30592)
O (3.74100, 0.24320, -0.46449)
O (1.93727, -1.47715, -0.17425)
H (4.23678, 0.85507, 1.60306)
N (-0.96959, 0.52517, -0.35088)
H (-3.93781, -1.21080, 0.22665)
H (-1.34553, 2.33520, 0.53846)
H (-3.10785, -0.26043, 1.30475)
H (1.04163, 1.77676, 0.05694)
N (-1.05170, 1.93836, -0.25035)
H (-1.49343, 2.37161, -1.04053)

Its electronic energy is -15406.8694 eV. The charge is +1. Its SMILES is CC/[N+](N)=C1\NO[C@]2(CO2)N1. The calculation puts the HOMO energy at -0.49293 Eh. The value obtained for the lowest unoccupied orbital energy is -2.94 eV.



This record from OMol25 describes an isolated ion of composition C5H11N4S and charge +1 in a non-equilibrium geometry. The level of theory is ωB97M-V/def2-TZVPD.

Positions of all 21 atoms, in Å:
H (0.86207, 0.67930, 2.83941)
H (3.12496, 0.41776, 1.68363)
H (-1.94587, 0.19239, 0.28729)
H (-0.75777, 0.63812, -2.17766)
C (-0.09040, 0.91652, 1.00595)
H (-0.76605, -2.31789, 0.48386)
N (-0.08391, 0.07088, -1.56030)
C (-0.68042, -1.18015, -1.23534)
H (-0.17896, -1.97203, -1.70399)
N (1.97900, 0.84237, -0.13007)
H (-2.19036, -1.89111, -2.91805)
C (0.53697, 1.04952, -0.41374)
C (-1.08432, -0.30561, 0.94579)
N (1.02120, 0.67337, 1.79614)
S (-2.52816, -1.35301, -1.81235)
C (2.13448, 0.64647, 1.12188)
H (-0.74185, 1.78037, 1.27087)
H (-1.40686, -0.39204, 2.05294)
H (0.57632, 2.03808, -0.83162)
N (-0.46447, -1.43284, 0.19220)
H (2.68439, 0.89952, -0.89683)

Its electronic energy is -22151.0915 eV. The charge is +1. Its SMILES is S[C@@H]1NC[C@H]2NC=[NH+][C@H]2N1. The calculation puts the HOMO energy at -0.45413 Eh. The value obtained for the lowest unoccupied orbital energy is -3.21 eV.



This record from OMol25 describes a 2-piece molecular cluster, C5H11NO overall in a non-equilibrium geometry. The level of theory is ωB97M-V/def2-TZVPD.

Positions of all 18 atoms, in Å:
C (0.46273, 0.12355, 0.96538)
C (-1.15698, -1.41083, -1.18796)
C (1.11979, 1.22637, 1.75845)
H (-1.81417, -0.93399, -0.47404)
H (-1.35353, 0.79566, -2.56983)
H (0.93355, -1.61875, -1.81735)
H (0.77685, 2.19283, 1.35841)
H (-1.70573, -1.95945, -1.94261)
H (2.16881, 1.29874, 1.40601)
N (-0.52045, -0.58429, 1.67533)
H (1.01592, 1.04210, 2.82022)
H (-0.96406, -1.38267, 1.25644)
H (-0.44706, -0.60446, 2.67631)
C (0.84907, -0.19239, -0.31720)
C (0.20263, -1.08629, -1.20237)
O (-1.18394, 1.45442, -1.88747)
H (1.83910, 0.15212, -0.64289)
H (-0.22250, 1.48732, -1.87485)

The spin multiplicity is 2. Its electronic energy is -8898.5164 eV. The charge is -1. The calculation puts the HOMO energy (alpha / beta) at 0.02409 / -0.07555 Eh. The value obtained for the lowest unoccupied orbital energy (alpha / beta) is 4.27 / 4.17 eV.



This record from OMol25 describes a 2-piece molecular cluster, C5H11NO overall in a non-equilibrium geometry. The level of theory is ωB97M-V/def2-TZVPD.

Positions of all 18 atoms, in Å:
H (-0.28098, -0.35329, 0.75467)
H (-0.59565, -1.61067, -1.22158)
C (0.11027, 0.43280, -1.16164)
H (-0.41389, -2.40930, 3.71435)
H (0.11618, 3.85138, 1.22862)
C (-0.24993, 0.56687, 0.18224)
H (0.57203, 3.14166, -0.44917)
H (0.07585, 1.31969, -1.78179)
C (0.05502, -0.93079, -1.77518)
C (-0.40591, 1.79786, 0.87308)
H (-1.06127, 1.77692, 1.73374)
N (1.34188, -1.65467, -1.98387)
H (-0.37166, -0.84964, -2.78450)
C (0.10765, 3.03451, 0.52035)
H (1.94502, -1.55598, -1.21482)
O (-1.34010, -2.61357, 3.53015)
H (1.81901, -1.20024, -2.75223)
H (-1.42352, -2.74356, 2.58757)

The spin multiplicity is 2. Its electronic energy is -8898.8326 eV. The charge is -1. The calculation puts the HOMO energy (alpha / beta) at -0.00255 / -0.10388 Eh. The value obtained for the lowest unoccupied orbital energy (alpha / beta) is 3.60 / 3.51 eV.



This record from OMol25 describes an isolated ion of composition C5H11NO and charge -1 in a non-equilibrium geometry. The level of theory is ωB97M-V/def2-TZVPD.

Positions of all 18 atoms, in Å:
C (-2.10774, -1.14712, -0.18538)
H (-0.57395, -0.97646, -1.80474)
H (1.21105, 0.89019, 1.90568)
H (1.28953, 1.93122, -1.18224)
N (-0.25445, 0.59807, -0.38740)
C (0.38040, -1.67703, -0.13900)
H (0.93032, -1.23547, 0.70015)
H (-0.96814, 1.26035, -0.66697)
C (-0.73461, -0.83266, -0.69192)
H (2.43957, 2.05759, 1.31051)
C (1.16312, 1.20254, -0.27983)
H (-2.23110, -2.26314, -0.29062)
O (0.92467, -2.64854, -0.72798)
C (1.35090, 1.71504, 1.19199)
H (-3.11677, -0.65139, -0.52332)
H (-1.90053, -0.94751, 0.91278)
H (0.53262, 2.44608, 1.40977)
H (1.66512, 0.27824, -0.55149)

The spin multiplicity is 2. Its electronic energy is -8897.9342 eV. The charge is -1. The calculation puts the HOMO energy (alpha / beta) at 0.01688 / -0.11842 Eh. The value obtained for the lowest unoccupied orbital energy (alpha / beta) is 4.10 / 4.06 eV.



This record from OMol25 describes an isolated ion of composition C5H11NO and charge -1 in a non-equilibrium geometry. The level of theory is ωB97M-V/def2-TZVPD.

Positions of all 18 atoms, in Å:
H (0.58761, -0.99434, 2.10808)
H (-3.12944, 0.84402, -0.30859)
C (-0.77075, -0.47765, 0.60858)
H (-0.72625, 2.02369, 0.30360)
H (-2.52228, 1.56926, -1.69050)
H (-0.46318, -0.18169, -1.54388)
C (1.82708, -0.87304, 0.24485)
H (-1.17549, -1.48355, 0.59466)
H (0.93174, 0.50034, 1.49332)
H (-1.55041, -0.06743, 1.34928)
H (-0.67102, 2.20370, -1.48089)
C (0.70881, -0.43321, 1.10258)
C (-2.51668, 0.62613, -1.09887)
H (-3.13686, -0.27773, -1.63328)
C (-1.03112, 0.31492, -0.77029)
N (-0.34621, 1.67982, -0.63655)
H (1.57555, -1.05751, -0.74338)
O (2.92494, -1.22254, 0.68579)

The spin multiplicity is 2. Its electronic energy is -8897.9610 eV. The charge is -1. The calculation puts the HOMO energy (alpha / beta) at 0.03750 / -0.11619 Eh. The value obtained for the lowest unoccupied orbital energy (alpha / beta) is 3.75 / 3.59 eV.



This record from OMol25 describes an isolated ion of composition C5H11NO and charge -1 in a non-equilibrium geometry. The level of theory is ωB97M-V/def2-TZVPD.

Positions of all 18 atoms, in Å:
O (-1.59376, -1.69795, -0.85761)
H (2.44854, -0.78613, -1.21271)
H (-1.52087, 2.12504, 0.78408)
H (-0.38969, 0.33539, -1.19927)
C (-1.59264, 1.07930, 1.10343)
H (0.23743, -2.60264, -1.05373)
H (1.38502, -0.60727, -2.60067)
C (0.38303, -0.31007, -0.75137)
H (1.60015, 0.05520, 0.91068)
H (-0.41789, -0.28201, 2.35121)
C (-0.28807, -1.66649, -0.78766)
C (-0.27425, 0.52315, 1.61264)
H (-2.02075, 0.50796, 0.27829)
H (0.14344, 1.33674, 2.21384)
H (-2.27643, 1.13348, 1.96056)
C (1.62156, -0.20217, -1.62018)
H (1.89354, 0.85334, -1.70992)
N (0.66165, 0.20512, 0.57839)

The spin multiplicity is 2. Its electronic energy is -8899.1028 eV. The charge is -1. The calculation puts the HOMO energy (alpha / beta) at 0.01158 / -0.10021 Eh. The value obtained for the lowest unoccupied orbital energy (alpha / beta) is 4.25 / 4.18 eV.



This record from OMol25 describes a 2-piece molecular cluster, C5H11NO overall. The level of theory is ωB97M-V/def2-TZVPD.

Positions of all 18 atoms, in Å:
N (2.24549, -0.16393, 0.52206)
H (-1.49793, -0.21437, -1.22096)
C (1.36287, 0.22943, -0.55216)
H (1.89627, 0.94900, -1.18448)
C (0.02327, 0.82611, -0.16276)
C (-0.23118, 1.31794, 1.03914)
H (2.52135, 0.64828, 1.06332)
O (-0.61656, -1.48125, 1.24801)
H (-2.39614, -2.11179, 0.52279)
C (-1.02262, 0.77028, -1.23298)
H (1.74380, -0.78693, 1.14811)
H (-0.57832, 0.91282, -2.21745)
H (0.51193, 1.34561, 1.81845)
H (1.17817, -0.66204, -1.16302)
H (-1.79346, 1.52868, -1.07208)
H (-0.85883, -2.71605, -0.33366)
C (-1.28994, -2.10260, 0.47914)
H (-1.19817, 1.71081, 1.29855)

Its electronic energy is -8899.3357 eV. The charge is 0. Its SMILES is C=C(C)CN.C=O. The calculation puts the HOMO energy at -0.32944 Eh. The value obtained for the lowest unoccupied orbital energy is 0.74 eV.



This record from OMol25 describes C5H11NO as an isolated structure in a non-equilibrium geometry. The level of theory is ωB97M-V/def2-TZVPD.

Positions of all 18 atoms, in Å:
C (1.64388, 0.48791, -1.36551)
H (0.55598, -1.38999, -0.92622)
C (-2.08688, -0.13395, -0.07409)
C (1.39612, -0.67902, 0.97264)
H (2.07917, 1.31197, -0.78816)
H (1.29446, -1.67316, 1.41111)
C (-1.12472, -0.36557, 1.00466)
H (0.91138, 0.91469, -2.06068)
H (2.21182, -0.08163, 1.37684)
H (2.44066, 0.00866, -1.94274)
H (-0.88102, 1.83726, 0.06147)
O (-1.86122, 1.66393, 0.13948)
H (-1.59463, 0.71010, 1.43056)
H (-1.17264, -1.37266, 1.48037)
H (-1.91524, -0.26311, -1.13931)
C (0.97738, -0.50516, -0.44495)
H (-3.08624, -0.53492, 0.22702)
N (0.21175, 0.06465, 0.63752)

Its electronic energy is -8896.5735 eV. The charge is 0. The calculation puts the HOMO energy at -0.32142 Eh. The value obtained for the lowest unoccupied orbital energy is 1.00 eV.